(1)
Formula: C2H4OS2
Source: the Open Molecules 2025 dataset
Level of theory: ωB97M-V/def2-TZVPD

Geometry as XYZ:
```
9
Properties=species:S:1:pos:R:3:forces:R:3
C 0.578 0.409 0.102 -2.58 4.09 2.55
S -1.213 -0.347 0.335 1.70 0.87 3.14
C 1.495 0.059 -0.751 -1.89 -1.71 0.99
O -1.285 -1.700 -0.106 0.55 -1.31 -0.71
H 0.614 1.468 0.708 -0.36 -2.70 -1.58
H 2.326 0.623 -0.964 1.84 1.04 -0.37
H 1.345 -0.941 -1.039 0.30 -1.14 -1.44
S -2.631 0.803 -0.113 0.07 0.75 -0.39
H -1.228 -0.373 1.828 0.38 0.12 -2.18
```
Positions in Å, forces in eV/Å.

For the frontier orbital gap, the calculation gives 9.816 eV. As for the SMILES: C=C[S@H](=O)=S. The value obtained for the total energy is -25853.2813 eV. As for the relative energy (zero: lowest compared OMol25 entry of this formula, charge and spin): 3.214 eV. The calculation puts the LUMO energy at 0.2 eV.

Taken from the Löwdin analysis, the atomic charges in e are: -0.2738 0.2211 -0.0229 -0.4750 0.1303 0.0456 0.0556 0.2526 0.0666

=====

(2)
Formula: C5H6O2S
Source: the Open Molecules 2025 dataset
Level of theory: ωB97M-V/def2-TZVPD

Geometry as XYZ:
```
14
Properties=species:S:1:pos:R:3:forces:R:3
C -1.316 -0.177 -0.219 -0.05 0.05 -0.25
C 1.905 0.444 0.059 0.04 -0.07 0.04
H 0.319 0.771 1.461 -0.11 -0.20 0.72
H -0.724 -2.335 -0.349 0.24 0.80 0.41
H -1.948 -0.435 -1.075 0.05 0.09 0.22
H 0.064 0.895 -1.589 -0.26 -0.12 0.61
H -0.542 -1.601 1.287 0.13 0.20 -1.21
H -1.952 0.098 0.630 0.10 -0.04 -0.18
C 0.641 1.100 0.500 0.04 0.21 -0.74
C -0.420 -1.399 0.182 -0.25 -0.89 0.92
C -0.338 0.919 -0.558 0.21 0.00 -0.63
O 2.996 0.828 -0.212 -0.04 0.04 -0.01
S 1.421 -1.322 -0.130 -0.12 0.07 -0.02
O -0.105 2.213 0.015 0.02 -0.13 0.14
```
Positions in Å, forces in eV/Å.

For the frontier orbital gap, the calculation gives 10.241 eV. As for the SMILES: O=C1SCC[C@H]2O[C@H]12. The value obtained for the total energy is -20209.9190 eV. As for the relative energy (zero: lowest compared OMol25 entry of this formula, charge and spin): 2.287 eV. The calculation puts the LUMO energy at 0.6 eV.

Taken from the Löwdin analysis, the atomic charges in e are: -0.1601 -0.6319 0.1480 0.0753 0.1104 0.1701 0.0839 0.1252 -0.2765 -0.4302 -0.2928 0.0772 0.9437 0.0577

=====

(3)
Formula: C23H33N4O4
Source: the Open Molecules 2025 dataset
Level of theory: ωB97M-V/def2-TZVPD

Geometry as XYZ:
```
64
Properties=species:S:1:pos:R:3:forces:R:3
C -5.722 -0.034 -0.281 -0.15 -0.31 -0.25
H -7.410 -2.152 -1.057 0.00 0.03 -0.02
H 7.146 0.273 -0.720 -0.17 -0.03 -0.11
H -6.694 3.161 1.651 -0.03 0.08 0.05
N -3.429 0.244 0.522 0.26 0.23 0.18
C 4.183 -2.477 -0.624 -0.08 0.01 0.31
O 2.896 0.894 0.808 -0.29 0.37 0.24
H -4.370 2.350 1.719 0.10 0.06 0.07
C -0.525 0.092 0.440 -0.09 -0.16 -0.01
H 7.567 0.940 1.478 0.01 -0.13 -0.05
H 3.156 -0.820 1.464 -0.30 -0.30 -0.14
C -6.423 2.267 1.111 -0.01 -0.12 -0.09
H -2.854 0.834 1.108 -0.05 -0.23 -0.09
C -5.116 1.813 1.151 0.19 -0.16 -0.06
O 1.170 2.121 0.474 0.16 -0.22 0.11
N 2.666 -1.643 1.134 0.35 0.27 0.48
C -0.837 -2.268 0.266 0.09 0.17 -0.02
H -7.024 -1.176 -2.502 -0.02 -0.01 0.03
H 4.302 0.198 0.012 0.27 -0.23 -0.37
H 3.916 -0.372 -2.345 0.13 -0.04 0.10
H 5.864 1.797 3.066 -0.01 0.04 0.12
C -4.769 0.661 0.452 -0.52 0.30 0.02
C -1.377 -0.970 0.261 0.27 0.07 -0.02
H -8.709 -1.646 -2.165 0.10 -0.02 0.02
H 5.936 -1.714 0.343 0.04 0.12 -0.09
O -8.037 -0.174 -0.991 -0.06 0.23 0.14
C 5.689 1.826 1.995 0.06 -0.15 0.02
H 4.936 2.402 -3.896 0.06 0.00 -0.13
H 0.854 -3.505 0.553 0.04 -0.10 0.04
C 4.871 2.741 -2.866 -0.16 -0.06 0.06
C 3.499 -2.742 0.732 0.01 -0.20 -0.42
H 5.881 2.854 -2.478 0.13 0.02 0.01
H -0.861 1.117 0.369 -0.05 -0.01 -0.01
H 5.519 0.297 -2.652 0.05 -0.13 0.15
H 4.251 -2.908 1.507 -0.06 -0.09 -0.01
C 1.378 -1.430 0.770 0.05 0.45 0.03
H 4.625 1.697 1.823 -0.04 0.10 0.06
H 3.428 -2.141 -1.335 -0.02 -0.08 -0.08
C 0.848 -0.114 0.663 -0.89 -1.07 -0.02
H 6.289 -0.227 1.754 0.10 -0.10 0.00
C 5.376 -1.518 -0.573 0.02 -0.77 0.00
H 3.936 2.158 -1.019 -0.09 -0.03 0.03
C 4.045 1.767 -2.032 0.21 0.11 -0.04
C -2.844 -0.843 -0.036 0.16 0.16 0.09
H 5.979 2.810 1.635 0.01 0.13 -0.04
C 6.286 0.711 -0.208 0.63 0.33 0.38
C 0.490 -2.492 0.518 -0.03 -0.02 -0.07
C -7.763 -1.352 -1.714 0.05 -0.21 -0.13
C 6.509 0.742 1.304 -0.17 0.16 -0.06
H 4.564 -3.431 -0.989 0.07 0.03 -0.10
H 6.167 1.738 -0.553 -0.04 -0.08 -0.12
O -3.399 -1.682 -0.715 -0.04 -0.13 -0.01
C -7.379 1.587 0.389 -0.10 -0.19 -0.16
H 3.042 1.719 -2.459 -0.03 -0.07 0.13
C -7.034 0.427 -0.313 0.15 0.37 0.29
H 4.399 3.719 -2.863 0.01 0.11 -0.04
N 5.082 -0.060 -0.631 -0.24 0.16 0.32
H 2.903 -3.650 0.647 0.11 0.00 0.08
H -1.508 -3.092 0.073 -0.04 -0.09 -0.02
N 1.656 1.027 0.665 0.53 0.96 -0.26
H 6.037 -1.730 -1.418 -0.01 0.18 0.09
C 4.649 0.354 -1.993 -0.44 0.25 -0.57
H -5.427 -0.923 -0.811 -0.03 -0.03 -0.03
H -8.401 1.926 0.349 -0.13 0.05 0.00
```
Positions in Å, forces in eV/Å.

For the frontier orbital gap, the calculation gives 5.948 eV. As for the net charge: +1. As for the SMILES: CCC[NH+](CCC)CCCNc1ccc(C(=O)Nc2cccc(OC)c2)cc1[N+](=O)[O-]. The value obtained for the total energy is -38528.8744 eV. As for the relative energy (zero: lowest compared OMol25 entry of this formula, charge and spin): 0.317 eV. The calculation puts the LUMO energy at -3.9 eV.

Taken from the Löwdin analysis, the atomic charges in e are: 0.0511 0.0989 0.1429 0.1084 0.1417 -0.1256 -0.0626 0.1055 0.0680 0.1228 0.1155 -0.0763 0.1340 -0.0442 0.1225 0.0441 0.0309 0.0983 0.1227 0.1256 0.0839 -0.2129 -0.1076 0.0954 0.1254 -0.0713 -0.0798 0.0831 0.1127 -0.0882 -0.1609 0.0707 0.1290 0.1408 0.1315 -0.1603 0.0461 0.1140 -0.0785 0.1035 -0.1142 0.0990 -0.2190 -0.4180 0.0865 -0.1222 0.0171 -0.0750 -0.2068 0.1273 0.1204 0.0874 -0.0059 0.1189 -0.2667 0.0838 -0.1024 0.1139 0.1320 -0.2927 0.1420 -0.1146 0.0902 0.1186

=====

(4)
Formula: C5H20IN10O5
Source: the Open Molecules 2025 dataset
Level of theory: ωB97M-V/def2-TZVPD

Geometry as XYZ:
```
41
Properties=species:S:1:pos:R:3:forces:R:3
H 6.307 0.205 -0.381 0.52 0.19 0.33
H 1.222 -5.716 -0.322 -0.08 0.32 0.07
H -3.660 0.810 5.633 -0.25 -0.50 -0.14
O -1.181 7.016 2.140 -2.28 0.02 -0.65
O -5.092 -1.110 6.264 -2.35 -0.31 0.94
O -1.042 -5.655 -2.434 0.63 -0.59 2.05
N -2.557 5.325 1.744 0.66 -5.34 -1.03
C 7.274 -0.784 -1.800 1.02 -0.66 -0.72
H -2.671 -2.324 4.719 -0.21 -0.04 0.27
H 8.020 0.427 -0.372 -0.22 -0.14 -0.34
N 6.070 -1.249 -2.000 -4.83 -2.26 -1.54
N -0.750 1.412 -4.282 -0.49 3.27 3.88
O 8.287 -0.969 -2.407 1.85 -0.84 -1.81
C -0.835 0.753 -5.371 1.48 -2.43 -1.38
N -3.407 -0.120 5.329 3.29 4.99 -2.16
N -0.885 -4.889 -0.272 -2.99 -0.09 1.89
H -3.437 4.868 1.552 0.32 0.33 0.03
H -0.207 -4.355 0.253 -0.98 0.27 0.14
H 1.007 0.107 -5.041 0.25 -0.94 -0.81
C -2.340 6.578 1.930 3.18 2.87 1.74
N -3.458 -2.264 5.349 1.85 -5.14 -1.34
H 1.540 -5.734 -1.917 -0.78 -0.05 -0.50
H -3.674 8.185 2.237 0.73 -0.27 -0.08
H -3.840 -3.120 5.725 0.03 0.24 -0.34
N 7.215 -0.073 -0.724 0.45 3.64 4.63
H -1.717 4.765 1.715 -0.25 -0.19 -0.08
H -1.592 1.964 -4.196 0.49 0.36 0.87
I 1.716 0.479 1.246 0.02 -0.10 -0.09
H 5.356 -0.999 -1.331 0.10 -0.17 -0.20
O -1.810 0.734 -6.045 -3.50 0.25 -2.47
H -4.349 6.663 1.952 0.26 0.27 0.01
H 0.074 1.529 -3.710 -0.46 0.07 -0.03
H 0.054 -0.605 -6.458 0.91 -0.06 0.36
N -3.506 7.216 2.005 -2.59 2.31 0.06
H -2.544 -0.216 4.814 -0.10 0.40 0.18
H 5.722 -1.974 -2.612 0.99 0.27 -0.28
H -1.887 -4.775 -0.312 0.25 0.62 0.73
N 0.213 -0.017 -5.652 1.31 -0.53 -0.36
N 0.861 -5.448 -1.227 6.78 -1.81 0.01
C -0.422 -5.475 -1.358 -2.82 1.39 -4.41
C -4.076 -1.167 5.616 -2.22 0.38 2.55
```
Positions in Å, forces in eV/Å.

For the frontier orbital gap, the calculation gives 6.440 eV. As for the net charge: -1. The value obtained for the total energy is -38753.1825 eV. As for the relative energy (zero: lowest compared OMol25 entry of this formula, charge and spin): 5.095 eV. The calculation puts the LUMO energy at 2.1 eV.

Taken from the Löwdin analysis, the atomic charges in e are: 0.1120 0.1115 0.1268 -0.0076 0.0272 -0.0037 0.1511 -0.8134 0.1161 0.1213 0.1568 0.1764 0.0450 -0.8478 0.1703 0.1436 0.1147 0.1190 0.1045 -0.7386 0.1642 0.1188 0.1101 0.1211 0.1490 0.1310 0.1256 -0.9902 0.1040 0.0477 0.0964 0.1235 0.1147 0.1430 0.1176 0.1168 0.1174 0.1551 0.1351 -0.7423 -0.8434

=====

(5)
Formula: C4H4O2
Source: the Open Molecules 2025 dataset
Level of theory: ωB97M-V/def2-TZVPD

Geometry as XYZ:
```
10
Properties=species:S:1:pos:R:3:forces:R:3
O -0.577 1.576 0.945 0.98 1.26 -0.57
H -0.752 0.118 -1.763 2.18 0.41 1.29
H 0.854 -0.769 -1.874 -0.79 -0.72 0.11
C 0.261 -0.115 -1.223 -0.09 -0.58 -1.79
C -0.414 0.179 1.207 3.01 -2.95 2.56
H 1.118 0.570 -1.094 -1.20 1.33 -0.27
H 0.104 -0.085 2.245 -1.75 0.72 -2.05
C -1.652 0.927 0.992 -2.14 0.02 0.28
O 0.850 -1.708 0.423 -1.52 1.66 0.11
C 0.208 -0.692 0.141 1.33 -1.17 0.33
```
Positions in Å, forces in eV/Å.

For the frontier orbital gap, the calculation gives 10.235 eV. The value obtained for the total energy is -8303.2414 eV. As for the relative energy (zero: lowest compared OMol25 entry of this formula, charge and spin): 3.836 eV. The calculation puts the LUMO energy at 0.0 eV.

Taken from the Löwdin analysis, the atomic charges in e are: 0.0527 0.1374 0.0835 -0.0281 -0.2425 0.1081 0.1871 0.0711 0.0641 -0.4335